Below is a 8-piece molecular cluster, C28H72ClO12P overall, with properties calculated with ωB97M-V/def2-TZVPD.

Element x y z (Å)
C: 1.737 2.428 -0.620
C: 2.102 1.111 0.037
O: 1.725 0.040 -0.861
P: 2.061 -1.434 -0.381
O: 2.010 -1.633 1.076
C: 0.937 -2.534 -1.249
C: 0.074 -3.350 -0.274
C: -1.133 -2.687 0.378
C: -1.957 -1.771 -0.508
O: -1.367 -0.515 -0.774
C: -1.073 0.286 0.362
C: -3.400 -1.685 0.000
O: -3.410 -1.339 1.365
C: -4.584 -1.697 2.063
C: -4.259 -0.782 -0.922
Cl: -4.560 0.818 -0.184
C: -5.585 -1.387 -1.356
C: -6.197 -0.690 -2.585
O: 3.506 -1.703 -1.029
C: 4.569 -2.108 -0.147
C: 5.789 -2.415 -0.991
H: 2.530 2.785 -1.271
H: 0.837 2.303 -1.222
H: 1.558 3.192 0.131
H: 1.567 0.992 0.975
H: 3.174 1.073 0.221
H: 1.574 -3.235 -1.791
H: 0.369 -1.999 -2.009
H: -0.223 -4.259 -0.800
H: 0.742 -3.676 0.524
H: -1.802 -3.495 0.683
H: -0.837 -2.197 1.302
H: -2.040 -2.252 -1.488
H: -0.365 -0.198 1.037
H: -0.603 1.191 -0.017
H: -1.973 0.571 0.899
H: -3.802 -2.702 -0.099
H: -5.435 -1.847 1.402
H: -4.422 -2.611 2.639
H: -4.836 -0.885 2.745
H: -3.677 -0.588 -1.821
H: -5.455 -2.452 -1.552
H: -6.301 -1.320 -0.535
H: -6.386 -1.414 -3.374
H: -7.165 -0.256 -2.346
H: -5.553 0.092 -2.977
H: 4.278 -2.985 0.427
H: 4.797 -1.311 0.558
H: 5.518 -3.032 -1.845
H: 6.520 -2.962 -0.397
H: 6.269 -1.503 -1.337
C: 0.345 -1.456 3.702
C: -0.619 -0.648 4.545
O: -1.707 -0.159 3.756
H: 0.723 -0.861 2.876
H: 1.195 -1.807 4.289
H: -0.156 -2.328 3.274
H: -0.133 0.234 4.960
H: -1.003 -1.247 5.380
H: -2.150 -0.917 3.362
C: 0.518 6.860 -0.645
C: 1.760 6.703 -1.500
O: 2.096 5.330 -1.707
H: 0.657 6.374 0.322
H: 0.289 7.913 -0.477
H: -0.345 6.396 -1.128
H: 2.622 7.154 -1.008
H: 1.624 7.200 -2.466
H: 1.354 4.911 -2.152
C: -0.848 -7.348 0.285
C: -1.537 -6.610 1.417
O: -2.746 -5.985 0.986
H: -0.633 -6.665 -0.538
H: 0.088 -7.796 0.620
H: -1.488 -8.144 -0.103
H: -0.902 -5.808 1.792
H: -1.746 -7.290 2.248
H: -3.335 -6.672 0.662
C: -4.544 0.606 5.552
C: -4.917 -0.809 5.946
O: -5.861 -1.387 5.046
H: -5.432 1.239 5.515
H: -3.835 1.037 6.260
H: -4.080 0.617 4.564
H: -5.390 -0.828 6.927
H: -4.021 -1.437 5.993
H: -5.463 -1.390 4.170
C: 6.124 6.023 -0.679
C: 5.719 4.733 0.009
O: 4.512 4.892 0.753
H: 6.257 6.818 0.057
H: 7.056 5.897 -1.231
H: 5.348 6.345 -1.380
H: 6.483 4.420 0.714
H: 5.593 3.933 -0.730
H: 3.826 5.156 0.131
C: -5.983 -3.089 -7.383
C: -6.892 -1.901 -7.127
O: -6.517 -1.180 -5.956
H: -5.990 -3.764 -6.527
H: -6.301 -3.642 -8.268
H: -4.952 -2.761 -7.539
H: -7.915 -2.233 -6.958
H: -6.894 -1.229 -7.991
H: -5.619 -0.860 -6.081
C: 10.293 5.905 -0.006
C: 9.990 4.554 0.614
O: 8.867 3.923 0.004
H: 9.426 6.562 0.071
H: 11.139 6.384 0.489
H: 10.536 5.798 -1.067
H: 9.734 4.667 1.666
H: 10.865 3.899 0.549
H: 9.069 3.795 -0.927

Calculated values
* orbital gap: 9.9 eV
* spin multiplicity: 1
* E_LUMO: 0.56 eV
* net charge: 0
* HOMO: -9.38 eV
* SMILES: CCOP(=O)(CCC[C@H](OC)[C@@H](OC)[C@H](Cl)CC)OCC.CCO.CCO.CCO.CCO.CCO.CCO.CCO

Below is a 12-piece molecular cluster, C28H72F6O14 overall in a non-equilibrium geometry, with properties calculated with ωB97M-V/def2-TZVPD.

Element x y z (Å)
C: -1.244 0.024 -0.388
O: -1.386 1.256 0.376
O: -2.564 -0.209 -0.882
C: -0.107 0.112 -1.474
F: 1.071 0.468 -0.886
F: 0.212 -1.063 -2.133
F: -0.362 1.034 -2.323
C: -0.263 1.667 1.207
C: -0.846 2.458 2.409
H: -0.058 2.808 3.076
H: -1.241 3.411 2.056
H: -1.584 1.882 2.966
H: 0.465 2.294 0.692
H: 0.304 0.840 1.635
H: -0.972 -0.786 0.289
C: 1.665 -6.096 1.042
O: 0.399 -5.433 0.698
O: 1.857 -5.943 2.415
C: 1.854 -7.487 0.316
F: 0.917 -8.394 0.657
F: 1.544 -7.393 -0.978
F: 3.010 -8.014 0.492
C: 0.303 -4.983 -0.676
C: -0.904 -4.085 -0.567
H: -1.016 -3.551 -1.511
H: -1.875 -4.575 -0.502
H: -0.789 -3.346 0.226
H: 0.071 -5.819 -1.336
H: 1.173 -4.431 -1.033
H: 2.464 -5.472 0.642
C: -4.606 -3.770 -4.321
C: -3.712 -3.167 -3.221
O: -3.774 -1.791 -3.224
H: -4.297 -3.463 -5.320
H: -5.658 -3.532 -4.166
H: -4.582 -4.857 -4.238
H: -2.690 -3.530 -3.327
H: -4.072 -3.601 -2.288
H: -3.361 -1.461 -2.423
C: -1.220 0.027 -5.103
C: 0.053 -0.667 -5.586
O: 0.226 -0.234 -6.867
H: -1.476 -0.251 -4.081
H: -1.989 -0.238 -5.829
H: -1.055 1.095 -4.962
H: -0.039 -1.751 -5.521
H: 0.887 -0.388 -4.942
H: 1.058 -0.649 -7.106
C: -2.310 3.511 5.388
C: -2.962 4.668 6.103
O: -2.260 5.799 5.973
H: -1.244 3.548 5.617
H: -2.443 3.574 4.308
H: -2.621 2.543 5.782
H: -3.130 4.459 7.160
H: -3.966 4.773 5.691
H: -1.332 5.596 6.115
C: 1.233 -6.095 -4.035
C: 0.669 -4.663 -4.101
O: 1.621 -3.845 -3.504
H: 2.158 -6.261 -4.589
H: 0.480 -6.758 -4.460
H: 1.185 -6.479 -3.016
H: -0.316 -4.565 -3.644
H: 0.598 -4.359 -5.145
H: 1.149 -3.044 -3.265
C: -3.755 -0.186 2.881
C: -3.790 -1.519 2.098
O: -4.502 -1.302 0.895
H: -4.767 0.112 3.158
H: -3.304 0.539 2.203
H: -3.220 -0.302 3.823
H: -4.261 -2.318 2.672
H: -2.790 -1.849 1.816
H: -3.940 -0.969 0.191
C: 3.880 -2.461 1.663
C: 2.457 -1.892 1.786
O: 2.309 -1.355 3.107
H: 4.055 -3.224 2.422
H: 4.655 -1.751 1.952
H: 4.066 -2.987 0.726
H: 1.887 -2.817 1.692
H: 2.004 -1.207 1.069
H: 3.105 -0.822 3.172
C: 2.638 4.142 0.448
C: 2.456 5.442 -0.340
O: 3.630 5.631 -1.096
H: 1.890 4.159 1.240
H: 3.610 4.019 0.924
H: 2.450 3.358 -0.286
H: 2.272 6.341 0.247
H: 1.644 5.492 -1.066
H: 3.514 6.381 -1.683
C: -1.179 4.969 -0.963
C: -2.589 4.823 -0.447
O: -3.138 3.562 -0.749
H: -0.419 4.415 -0.413
H: -0.947 6.011 -0.739
H: -1.102 4.813 -2.038
H: -3.186 5.534 -1.019
H: -2.683 5.071 0.610
H: -2.697 2.885 -0.230
C: 4.167 -1.200 -2.240
C: 4.261 0.320 -2.073
O: 3.856 0.688 -0.779
H: 4.571 -1.541 -3.193
H: 3.139 -1.564 -2.239
H: 4.676 -1.812 -1.496
H: 3.886 0.910 -2.908
H: 5.254 0.764 -2.146
H: 2.924 0.505 -0.639
C: 2.257 5.293 4.741
C: 1.110 6.163 5.437
O: 0.547 5.305 6.410
H: 1.880 4.305 4.477
H: 3.217 5.141 5.234
H: 2.537 5.646 3.748
H: 0.442 6.501 4.645
H: 1.625 7.072 5.747
H: 1.100 5.418 7.187

Calculated values
* orbital gap (spin up / spin down): 7.2 / 4.6 eV
* spin multiplicity: 2
* E_LUMO (spin up / spin down): 1.91 / -0.69 eV
* net charge: -1
* HOMO (spin up / spin down): -5.31 / -5.31 eV